1.
A molecular structure, C36H40P2Ru in a non-equilibrium geometry. Source: the Open Molecules 2025 dataset; level of theory: the ωB97M-V functional and the def2-TZVPD basis.

```
79
Properties=species:S:1:pos:R:3:mulliken_charge:R:1
Ru 4.04250 2.24774 -0.17686 -0.57
C 5.49090 3.51895 0.20754 -0.18
C 4.23343 4.21059 0.00725 -0.19
C 3.93890 4.96814 -1.24236 -1.02
C 4.23380 4.11426 -2.50150 -1.38
C 3.98890 2.64616 -2.19351 1.49
C 4.96995 1.64789 -1.94602 -0.31
C 6.41426 1.89170 -1.64612 -1.00
C 6.59381 3.17385 -0.74548 -1.39
C -0.06439 0.24410 -1.56073 -1.57
H 5.81091 3.65041 1.24639 0.78
H 3.77399 4.61134 0.91359 0.81
H 4.61736 5.82812 -1.22140 0.57
H 2.90004 5.32911 -1.26590 0.28
H 3.58754 4.43905 -3.34041 0.45
H 5.28134 4.27603 -2.79625 0.41
H 3.07238 2.25090 -2.64810 -0.32
H 4.75444 0.66064 -2.35905 0.04
H 7.06827 1.96755 -2.52839 0.46
H 6.77889 1.01069 -1.08891 0.44
H 7.44751 2.96385 -0.07854 0.47
H 6.79916 4.03539 -1.38862 0.32
H 0.81414 -0.22937 -1.11289 0.28
H -0.73491 -0.54432 -1.92407 0.57
H -0.56007 0.87387 -0.81235 0.41
P 1.56948 2.69154 0.51447 1.15
P 0.37760 1.30008 -2.94725 2.16
C 0.95458 3.42110 -0.98662 -0.25
C 0.71118 2.93105 -2.25492 -1.23
C 0.38886 3.34177 1.72944 0.43
C 0.26536 4.72580 1.97924 -0.27
C -0.62766 5.18878 2.95090 -0.67
C -1.45444 4.30928 3.64902 -0.57
C -1.38954 2.94437 3.34909 -0.67
C -0.48838 2.46035 2.39776 -0.41
C 3.43639 2.71321 2.31563 1.31
C 4.42143 1.75829 2.09712 -1.00
C 4.79668 0.89478 3.13372 -0.78
C 4.57430 1.33184 4.43251 -0.69
C 3.72951 2.43789 4.66005 -0.49
C 3.04627 3.09206 3.58418 -0.59
C -0.99831 1.40232 -4.07296 0.21
C -2.16999 1.97754 -3.54802 -0.56
C -3.37645 1.80890 -4.22455 -0.67
C -3.39601 1.17034 -5.46991 -0.47
C -2.20248 0.71269 -6.04602 -0.73
C -1.00049 0.82661 -5.34621 -0.25
C 1.79763 0.43313 -3.72235 0.27
C 2.46312 -0.66732 -3.12740 -0.31
C 3.49642 -1.33960 -3.79345 -0.75
C 3.88625 -0.92251 -5.07479 -0.63
C 3.32916 0.23571 -5.61732 -0.74
C 2.29526 0.90718 -4.95716 -0.35
H 0.84672 4.51412 -0.86660 0.83
H 0.63213 3.72023 -3.01617 0.42
H 0.88576 5.42979 1.43007 0.37
H -0.67784 6.24989 3.17567 0.42
H -2.13927 4.67470 4.41583 0.42
H -2.04994 2.25627 3.87044 0.42
H -0.44963 1.39144 2.17158 0.37
H 4.89399 1.38966 1.15251 0.76
H 5.34624 0.00972 2.81404 0.50
H 5.07339 0.78952 5.24293 0.43
H 3.53888 2.74775 5.69649 0.42
H 2.25081 3.85695 3.81187 0.37
H -2.11683 2.53166 -2.61268 0.40
H -4.29817 2.19172 -3.77534 0.39
H -4.34627 1.04999 -5.99986 0.40
H -2.21608 0.26626 -7.03504 0.43
H -0.07939 0.46277 -5.78660 0.41
H 2.16975 -1.03262 -2.14185 0.37
H 3.97434 -2.20007 -3.31486 0.45
H 4.63686 -1.49962 -5.62375 0.43
H 3.69373 0.62640 -6.57754 0.44
H 1.86136 1.81483 -5.38682 0.61
C 2.55359 0.57019 0.64711 -1.60
H 1.49340 0.40012 0.39919 0.46
H 2.64336 0.42201 1.73719 0.58
H 3.15638 -0.18095 0.12813 0.22
```

For the energy above the lowest of the compared OMol25 structures with the same formula, charge and spin, the calculation gives 78.3 kcal/mol. For the gap between HOMO and LUMO (alpha / beta), the calculation gives 6.563 / 6.127 eV. As for the multiplicity: 5. The net charge is +2. The expectation value of S² is 6.036.

***

2.
A molecular structure, C36H41AsCoN5O2. Source: the Open Molecules 2025 dataset; level of theory: the ωB97M-V functional and the def2-TZVPD basis.

```
86
Properties=species:S:1:pos:R:3:mulliken_charge:R:1
Co -0.12577 0.19204 0.35247 0.37
C -0.38255 -2.01275 2.56060 -1.62
N 0.37517 -0.76615 2.37277 1.06
C 1.82042 -1.02129 2.22197 -1.47
C 2.51405 0.21057 1.69721 0.84
C 3.74484 0.64122 2.15689 -0.96
C 4.28674 1.79956 1.61770 -0.66
C 3.59003 2.47747 0.63221 -0.79
C 2.37257 1.96855 0.21369 -0.76
N 1.84361 0.86991 0.74864 0.75
C 0.10375 0.24371 3.40759 -1.75
C -0.91009 1.28773 2.99494 0.88
C -1.53953 2.08404 3.94101 -0.96
C -2.39265 3.08497 3.51139 -0.52
C -2.60187 3.26009 2.14871 -0.74
C -1.94470 2.42188 1.27084 -0.77
N -1.11474 1.46090 1.69209 0.99
C -1.26607 -2.38163 1.39214 0.64
C -1.97278 -3.57767 1.41150 -0.94
C -2.78633 -3.89132 0.33970 -0.45
C -2.87061 -3.00433 -0.72719 -0.85
C -2.12953 -1.84372 -0.67280 -0.91
N -1.34891 -1.53691 0.37075 1.02
H 0.30526 -2.84072 2.75293 0.52
H -1.02715 -1.92311 3.43711 0.42
H 2.27809 -1.34684 3.16333 0.42
H 1.94195 -1.82232 1.48800 0.63
H 4.26100 0.08690 2.92931 0.51
H 5.24159 2.16937 1.96770 0.46
H 3.97951 3.38257 0.18990 0.61
H 1.78585 2.44788 -0.56169 0.47
H -0.22336 -0.22348 4.34048 0.56
H 1.03392 0.77216 3.63243 0.48
H -1.36080 1.91438 4.99475 0.52
H -2.89123 3.72279 4.22952 0.44
H -3.26131 4.02909 1.77288 0.50
H -2.05946 2.50494 0.19661 0.57
H -1.87949 -4.24592 2.25796 0.53
H -3.34620 -4.81729 0.33091 0.45
H -3.48993 -3.21325 -1.58735 0.50
H -2.14643 -1.12587 -1.48340 0.58
C 5.25086 1.85399 -2.18008 -2.30
C 4.48298 0.55787 -2.14435 1.46
C 4.82153 -0.41112 -1.21013 -0.78
C 4.18038 -1.64346 -1.20067 -1.04
C 3.17547 -1.89351 -2.11208 -0.36
C 2.81469 -0.92708 -3.04630 -0.29
N 1.79967 -1.27787 -3.98268 0.02
C 0.75690 -0.47164 -4.41669 0.14
C 0.43323 -0.50960 -5.78077 -0.62
C -0.56329 0.28363 -6.30765 -0.60
C -1.26798 1.16534 -5.49394 -0.80
C -0.98535 1.18909 -4.14501 -0.78
C -0.00854 0.36206 -3.57868 0.35
C 0.04045 0.30246 -2.09910 0.95
O 0.59473 -0.64643 -1.49585 -0.63
O -0.57787 1.19296 -1.40524 -0.83
C 3.47616 0.30307 -3.09035 1.40
C 3.17144 1.33126 -4.14859 -1.82
H 5.88374 1.94924 -1.29819 0.41
H 4.58987 2.72157 -2.22812 0.38
H 5.89961 1.90161 -3.05768 0.52
H 5.61590 -0.20716 -0.50118 0.46
H 4.46846 -2.40376 -0.48469 0.47
H 2.62948 -2.82786 -2.10469 0.45
H 2.09457 -1.96030 -4.66292 0.26
H 1.01060 -1.15683 -6.43110 0.43
H -0.77820 0.23287 -7.36744 0.41
H -2.03266 1.80676 -5.90917 0.44
H -1.53982 1.83297 -3.47629 0.44
H 2.75016 0.87588 -5.04093 0.37
H 4.07444 1.86397 -4.44173 0.57
H 2.44900 2.07357 -3.79566 0.26
C -5.11360 -2.35990 3.21061 -1.16
As -3.99548 -0.75411 3.12012 0.32
C -4.71436 -0.04593 1.44122 -0.81
C -5.05358 0.34078 4.35045 -1.17
H -6.16638 -2.10684 3.08581 0.41
H -4.97630 -2.84927 4.17436 0.38
H -4.81866 -3.05357 2.42407 0.26
H -5.80381 -0.01302 1.46983 0.49
H -4.39712 -0.67363 0.60919 0.17
H -4.33180 0.96117 1.28088 0.17
H -6.11407 0.28134 4.10638 0.39
H -4.73027 1.37933 4.28750 0.28
H -4.90205 -0.00805 5.37138 0.38
```

For the energy above the lowest of the compared OMol25 structures with the same formula, charge and spin, the calculation gives 0.0 kcal/mol. For the gap between HOMO and LUMO (alpha / beta), the calculation gives 7.606 / 7.458 eV. As for the multiplicity: 4. The net charge is +1. The expectation value of S² is 3.757.